Entry 1:
ORCA calculation (ωB97M-V with the def2-TZVPD basis set) on C18H27GeN2O2Pt as an isolated structure.

The value obtained for the maximum force is 0.5 eV/Å. The calculation puts the HOMO energy (alpha / beta) at -10.1 / -11.4 eV. The LUMO energy (alpha / beta) comes out at -3.222 / -5.870 eV.

```
! RIJCOSX wB97M-V def2-TZVPD def2/J DEFGRID3
* xyz 1 5
Pt -0.17877 0.06937 -1.29771
C -1.32792 -3.57800 -3.71549
C -0.47102 -2.42511 -3.27346
O -1.00333 -1.54548 -2.60689
C 0.95844 -2.38027 -3.65954
C 1.45513 -3.35382 -4.50125
C 2.78880 -3.36449 -4.91471
C 3.68259 -2.37825 -4.47484
C 3.23952 -1.39605 -3.63590
C 1.87132 -1.35285 -3.20137
O 1.55941 -0.39116 -2.43785
H -2.31087 -3.46241 -3.27096
H -0.89455 -4.53160 -3.41151
H -1.42736 -3.58259 -4.80289
H 0.79537 -4.13019 -4.86259
H 3.13256 -4.14353 -5.58218
H 4.71486 -2.39669 -4.79894
H 3.88982 -0.61310 -3.26868
N 0.10548 -0.50120 0.76295
C -0.00712 -0.44010 1.91465
N -0.13702 -0.33164 3.20384
C 0.09061 -1.47234 4.11465
C 1.22474 -1.14007 5.07265
C 0.95017 0.17798 5.79753
C 0.73258 1.31483 4.79867
C -0.39618 0.97969 3.83646
H 0.29419 -2.35837 3.51828
H -0.83798 -1.63691 4.66645
H 2.15753 -1.06213 4.50689
H 1.33914 -1.96193 5.78090
H 1.77548 0.41936 6.46656
H 0.05696 0.06776 6.42180
H 1.64922 1.48482 4.22687
H 0.49044 2.24656 5.31171
H -0.50617 1.72549 3.05200
H -1.34632 0.90095 4.37026
C -2.69389 4.38433 -1.71612
Ge -1.77600 2.91603 -0.84192
C -0.28678 3.56907 0.24755
C -3.00067 1.91075 0.30579
C -1.03868 1.68441 -2.16357
H -3.08116 5.06618 -0.95769
H -3.52767 4.00655 -2.30752
H -2.01541 4.93293 -2.36883
H -0.64874 4.16998 1.08433
H 0.37857 4.18428 -0.35872
H 0.28940 2.72674 0.63624
H -3.35122 2.51510 1.14428
H -2.50441 1.01955 0.69763
H -3.86601 1.58856 -0.27507
H -0.98708 1.86903 -3.23276
*
```

These are the Löwdin partial charges, in e, on atoms 1 to 5: 1.152 0.009 -0.335 -0.053 -0.053

***

Entry 2:
ORCA calculation (ωB97M-V with the def2-TZVPD basis set) on C18H27N2O4P2S2Ti as an isolated structure at a distorted geometry.

The value obtained for the maximum force is 3.7 eV/Å. The calculation puts the HOMO energy (alpha / beta) at -17.5 / -17.5 eV. The LUMO energy (alpha / beta) comes out at -12.304 / -13.361 eV.

```
! RIJCOSX wB97M-V def2-TZVPD def2/J DEFGRID3
* xyz 3 1
Ti 0.01914 0.34899 -0.68224
P 2.04316 -0.89694 -0.22623
C 2.26919 -1.30399 -2.01920
C 0.99048 -1.60407 -2.75586
N -0.14840 -1.04898 -2.29750
C -1.33710 -1.30861 -2.87775
C -1.39955 -2.12294 -4.00095
C -0.23324 -2.65272 -4.51699
C 0.97113 -2.40094 -3.89186
C -2.58322 -0.70281 -2.29608
P -2.28221 0.77188 -1.23385
H 1.91278 -2.79401 -4.25272
H -2.37430 -2.30730 -4.44021
H -0.26630 -3.26468 -5.41020
H -3.25078 -0.38158 -3.10918
H -3.14915 -1.44518 -1.70572
H 2.81884 -0.46690 -2.49627
H 2.92290 -2.18486 -2.04309
H 1.56883 4.14370 -2.81350
O 2.04758 3.44272 -3.31158
H 2.33145 3.92820 -4.11480
H -1.25934 4.85246 -0.58847
O -1.09611 5.37533 -1.40007
H -1.49480 6.24170 -1.19631
C -2.40779 2.12268 -2.45386
H -3.40069 2.08054 -2.93086
H -2.24573 3.09899 -1.96976
H -1.62614 2.02605 -3.22387
C -3.71573 0.94668 -0.15405
H -3.58577 1.85060 0.45782
H -4.63667 1.02155 -0.75208
H -3.77947 0.09126 0.53231
C 2.11984 -2.49815 0.62133
H 3.04268 -3.01252 0.31292
H 2.12091 -2.33793 1.71060
H 1.24653 -3.11312 0.36364
C 3.54439 -0.05505 0.30800
H 3.34234 0.32984 1.32415
H 4.38104 -0.76673 0.31284
H 3.74802 0.80707 -0.33500
O 3.15775 0.83498 5.01579
S 2.47563 -0.10891 4.15619
O 3.03662 -1.42100 3.94385
N 2.00715 0.60589 2.70590
C 0.71186 0.80879 2.60664
S 0.11645 1.70565 1.21550
C -0.08484 0.20798 3.68063
C -1.45204 -0.08032 3.80922
C -1.91573 -0.82443 4.89936
C -1.00335 -1.27185 5.87316
C 0.36773 -1.02194 5.73244
C 0.80046 -0.29481 4.63524
H -2.15776 0.29341 3.07040
H -2.97811 -1.04602 5.02433
H -1.35765 -1.82158 6.73976
H 1.10707 -1.37607 6.44805
*
```

These are the Löwdin partial charges, in e, on atoms 1 to 5: 0.794 0.841 -0.225 -0.293 -0.043

***

Copy entry 2 word for word.
ORCA calculation (ωB97M-V with the def2-TZVPD basis set) on C18H27N2O4P2S2Ti as an isolated structure at a distorted geometry.

The value obtained for the maximum force is 3.7 eV/Å. The calculation puts the HOMO energy (alpha / beta) at -17.5 / -17.5 eV. The LUMO energy (alpha / beta) comes out at -12.304 / -13.361 eV.

```
! RIJCOSX wB97M-V def2-TZVPD def2/J DEFGRID3
* xyz 3 1
Ti 0.01914 0.34899 -0.68224
P 2.04316 -0.89694 -0.22623
C 2.26919 -1.30399 -2.01920
C 0.99048 -1.60407 -2.75586
N -0.14840 -1.04898 -2.29750
C -1.33710 -1.30861 -2.87775
C -1.39955 -2.12294 -4.00095
C -0.23324 -2.65272 -4.51699
C 0.97113 -2.40094 -3.89186
C -2.58322 -0.70281 -2.29608
P -2.28221 0.77188 -1.23385
H 1.91278 -2.79401 -4.25272
H -2.37430 -2.30730 -4.44021
H -0.26630 -3.26468 -5.41020
H -3.25078 -0.38158 -3.10918
H -3.14915 -1.44518 -1.70572
H 2.81884 -0.46690 -2.49627
H 2.92290 -2.18486 -2.04309
H 1.56883 4.14370 -2.81350
O 2.04758 3.44272 -3.31158
H 2.33145 3.92820 -4.11480
H -1.25934 4.85246 -0.58847
O -1.09611 5.37533 -1.40007
H -1.49480 6.24170 -1.19631
C -2.40779 2.12268 -2.45386
H -3.40069 2.08054 -2.93086
H -2.24573 3.09899 -1.96976
H -1.62614 2.02605 -3.22387
C -3.71573 0.94668 -0.15405
H -3.58577 1.85060 0.45782
H -4.63667 1.02155 -0.75208
H -3.77947 0.09126 0.53231
C 2.11984 -2.49815 0.62133
H 3.04268 -3.01252 0.31292
H 2.12091 -2.33793 1.71060
H 1.24653 -3.11312 0.36364
C 3.54439 -0.05505 0.30800
H 3.34234 0.32984 1.32415
H 4.38104 -0.76673 0.31284
H 3.74802 0.80707 -0.33500
O 3.15775 0.83498 5.01579
S 2.47563 -0.10891 4.15619
O 3.03662 -1.42100 3.94385
N 2.00715 0.60589 2.70590
C 0.71186 0.80879 2.60664
S 0.11645 1.70565 1.21550
C -0.08484 0.20798 3.68063
C -1.45204 -0.08032 3.80922
C -1.91573 -0.82443 4.89936
C -1.00335 -1.27185 5.87316
C 0.36773 -1.02194 5.73244
C 0.80046 -0.29481 4.63524
H -2.15776 0.29341 3.07040
H -2.97811 -1.04602 5.02433
H -1.35765 -1.82158 6.73976
H 1.10707 -1.37607 6.44805
*
```

These are the Löwdin partial charges, in e, on atoms 1 to 5: 0.794 0.841 -0.225 -0.293 -0.043

***

Among the records above, which one has the highest maximum force? C18H27N2O4P2S2Ti

***

Which of these has the highest maximum force? C18H27N2O4P2S2Ti